[1]
ORCA calculation (wB97M-V/def2-TZVPD) on C2H3N3O in the gas phase.

Geometry (Å):
N: -0.04202 1.65135 -0.40854
C: 0.12790 0.33088 -0.19554
N: -0.30754 -0.29585 0.96223
C: -0.21123 -1.55109 0.63915
O: 0.54070 -1.74582 -0.43232
N: 0.65145 -0.50616 -1.05621
H: 0.07357 1.98465 -1.35126
H: -0.69450 2.13005 0.18646
H: -0.13833 -1.99801 1.65604

Calculated values
Energy above the lowest of the compared OMol25 structures with the same formula, charge and spin, kJ/mol: 205.1
Kohn-Sham gap, eV: 10.24
Electronic energy, eV: -8638.3684
Lowest unoccupied orbital energy, Eh: 0.0286

[2]
ORCA calculation (wB97M-V/def2-TZVPD) on C2H3N3O in the gas phase.

Geometry (Å):
C: 2.05775 -0.93029 0.02674
C: 0.10513 0.17654 0.00895
N: 0.70287 -0.91890 0.02821
N: 2.14238 1.34731 0.00372
N: -1.09621 0.69595 0.06791
O: 2.69339 0.21357 0.00448
H: 2.64766 -1.82456 -0.03382
H: -1.91782 0.11226 0.13051
H: -1.20689 1.68119 -0.10716

Calculated values
Energy above the lowest of the compared OMol25 structures with the same formula, charge and spin, kJ/mol: 605.3
Kohn-Sham gap (alpha / beta), eV: 7.88 / 7.92
Electronic energy, eV: -8634.2213
Lowest unoccupied orbital energy (alpha / beta), Eh: 0.0132 / 0.0143

[3]
ORCA calculation (wB97M-V/def2-TZVPD) on C2H3N3O in the gas phase.

Geometry (Å):
H: -0.88739 -1.40080 -1.09968
N: -1.41217 -1.21195 -0.07994
C: -0.64711 -0.21646 0.26352
C: -0.47168 0.23747 1.66235
N: -0.04185 0.45666 2.75599
N: 0.41605 0.69678 -0.20850
O: 0.74765 0.15594 -1.48253
H: 1.47342 0.41077 0.30236
H: 0.82308 0.87159 -2.11357

Calculated values
Energy above the lowest of the compared OMol25 structures with the same formula, charge and spin, kJ/mol: 449.3
Kohn-Sham gap, eV: 10.96
Electronic energy, eV: -8635.8374
Lowest unoccupied orbital energy, Eh: -0.0054

[4]
ORCA calculation (wB97M-V/def2-TZVPD) on a molecular structure, C2H3N3O.

Geometry (Å):
O: 1.57541 1.20366 0.13088
C: 0.56921 0.31145 0.09996
N: -0.78350 0.73324 0.14497
C: -1.38805 -0.39132 -0.28060
N: -0.54000 -1.38223 -0.59136
N: 0.68648 -0.95447 -0.36511
H: 2.39208 0.70683 -0.02617
H: -2.46296 -0.50445 -0.30226
H: -0.04869 0.27729 1.18968

Calculated values
Energy above the lowest of the compared OMol25 structures with the same formula, charge and spin, kJ/mol: 313.1
Kohn-Sham gap, eV: 10.15
Electronic energy, eV: -8637.2494
Lowest unoccupied orbital energy, Eh: -0.0010

[5]
ORCA calculation (wB97M-V/def2-TZVPD) on C2H3N3O in the gas phase.

Geometry (Å):
O: -1.93172 -0.13791 -0.02616
N: -0.66436 -0.23648 0.02069
C: 0.02738 0.86243 -0.03794
C: 1.37170 0.32211 -0.05058
N: 1.28947 -1.04629 -0.06752
N: 0.01706 -1.36037 0.09435
H: -2.21112 -1.15868 -0.25120
H: -0.22767 1.85151 0.22047
H: 2.32925 0.90369 0.09789

Calculated values
Energy above the lowest of the compared OMol25 structures with the same formula, charge and spin, kJ/mol: 384.1
Kohn-Sham gap, eV: 10.27
Electronic energy, eV: -8636.5139
Lowest unoccupied orbital energy, Eh: 0.0236

[6]
ORCA calculation (wB97M-V/def2-TZVPD) on C2H3N3O in the gas phase.

Geometry (Å):
O: 1.95877 0.16340 0.00560
C: 0.65230 0.07154 -0.04875
C: -0.23739 1.06635 0.00164
N: -1.38503 0.46966 0.02306
N: -1.26158 -0.86938 0.00908
N: 0.04088 -1.10929 -0.01552
H: 2.49236 -0.68081 0.14874
H: -0.11328 2.15785 -0.00900
H: -2.29856 0.95150 -0.01821

Calculated values
Energy above the lowest of the compared OMol25 structures with the same formula, charge and spin, kJ/mol: 156.3
Kohn-Sham gap, eV: 9.79
Electronic energy, eV: -8638.8741
Lowest unoccupied orbital energy, Eh: 0.0310

[7]
ORCA calculation (wB97M-V/def2-TZVPD) on C2H3N3O in the gas phase.

Geometry (Å):
N: 0.28832 1.57006 0.07794
C: -0.21140 0.37310 0.53812
C: -0.33868 -0.63439 -0.54038
N: -0.12021 -1.88386 -0.25392
N: 0.12318 -2.96531 -0.02361
O: -0.53344 0.18179 1.69537
H: 0.49393 2.24860 0.79810
H: 0.94307 1.53520 -0.68976
H: -0.67081 -0.42087 -1.54653

Calculated values
Energy above the lowest of the compared OMol25 structures with the same formula, charge and spin, kJ/mol: 130.6
Kohn-Sham gap, eV: 9.59
Electronic energy, eV: -8639.1405
Lowest unoccupied orbital energy, Eh: 0.0190

[8]
ORCA calculation (wB97M-V/def2-TZVPD) on C2H3N3O in the gas phase.

Geometry (Å):
O: 1.49891 -0.12278 1.38397
C: 0.54029 -0.04235 0.44601
C: 0.58903 -0.26759 -0.94161
N: -0.64985 -0.17903 -1.41040
N: -1.37079 0.09632 -0.34928
N: -0.70614 0.22835 0.79100
H: 1.04751 0.14007 2.20275
H: 1.37046 -0.26755 -1.68475
H: -2.32035 0.41734 -0.43037

Calculated values
Energy above the lowest of the compared OMol25 structures with the same formula, charge and spin, kJ/mol: 114.8
Kohn-Sham gap, eV: 10.43
Electronic energy, eV: -8639.3047
Lowest unoccupied orbital energy, Eh: 0.0366

[9]
ORCA calculation (wB97M-V/def2-TZVPD) on C2H3N3O in the gas phase.

Geometry (Å):
O: -1.94576 -0.31386 0.01586
C: -0.62853 -0.15979 -0.07410
N: 0.29592 -1.04311 -0.27569
C: 1.42186 -0.23941 -0.24038
N: 1.22683 1.02351 0.01297
N: -0.16262 1.10475 0.11837
H: -2.12954 -1.25145 -0.09476
H: 2.40422 -0.65304 -0.42602
H: -0.47752 1.47176 1.00443

Calculated values
Energy above the lowest of the compared OMol25 structures with the same formula, charge and spin, kJ/mol: 65.0
Kohn-Sham gap, eV: 10.47
Electronic energy, eV: -8639.8210
Lowest unoccupied orbital energy, Eh: 0.0228

[10]
ORCA calculation (wB97M-V/def2-TZVPD) on C2H3N3O in the gas phase.

Geometry (Å):
C: -0.77339 0.62475 0.26513
C: 0.77355 0.39508 0.18199
N: -1.38392 -0.20689 -0.77892
N: -1.40542 -0.63717 0.38370
N: 1.16806 -0.51865 -0.79759
O: 0.90273 -1.17679 0.47210
H: -1.07835 1.47444 0.86043
H: 1.47006 0.87129 0.92517
H: 0.32669 -0.82606 -1.51200

Calculated values
Energy above the lowest of the compared OMol25 structures with the same formula, charge and spin, kJ/mol: 458.7
Kohn-Sham gap (alpha / beta), eV: 7.86 / 6.56
Spin multiplicity: 3
Electronic energy, eV: -8630.6397
Lowest unoccupied orbital energy (alpha / beta), Eh: 0.0315 / -0.1142

[11]
ORCA calculation (wB97M-V/def2-TZVPD) on C2H3N3O2 in the gas phase.

Geometry (Å):
O: 0.48336 1.93328 -1.81124
C: 0.34982 1.08418 -0.88854
N: 1.26636 0.23395 -0.23177
C: 0.37848 -0.59379 0.31524
O: 1.13296 -1.69287 0.65429
N: -0.80731 -0.22393 0.59717
N: -0.93423 0.77923 -0.38573
H: 0.69203 -2.14859 1.30355
H: -1.43222 -1.00012 0.09106
H: -1.12926 1.62866 0.35597

Calculated values
Energy above the lowest of the compared OMol25 structures with the same formula, charge and spin, kJ/mol: 344.4
Kohn-Sham gap, eV: 10.20
Electronic energy, eV: -10684.8876
Lowest unoccupied orbital energy, Eh: 0.0016

[12]
ORCA calculation (wB97M-V/def2-TZVPD) on C2H3N3O2 in the gas phase.

Geometry (Å):
C: -1.52682 -0.23882 0.05808
N: -0.17975 -0.01671 -0.16043
N: 0.11074 1.25272 -0.05010
N: 1.32225 1.33995 0.02595
C: 1.88912 0.01713 0.00464
O: 3.01319 -0.32296 -0.01131
O: 0.79116 -0.90181 -0.02791
H: -1.74138 -0.87611 -0.94048
H: -2.01784 0.66274 0.06074
H: -1.66066 -0.91614 1.04083

Calculated values
Energy above the lowest of the compared OMol25 structures with the same formula, charge and spin, kJ/mol: 440.8
Kohn-Sham gap, eV: 10.02
Electronic energy, eV: -10683.8878
Lowest unoccupied orbital energy, Eh: 0.0114